Record 1
Here is a cluster of 5 separate species, C35H57ClN2O11 in total at a distorted geometry from the OMol25 dataset. Energies are from ωB97M-V/def2-TZVPD.

ORCA input file:
```
! wB97M-V def2-TZVPD RIJCOSX def2/J DEFGRID3
* xyz 0 1
C 0.075 -1.714 2.872
C -1.175 -1.161 2.098
C -2.575 -1.276 2.552
C -3.651 -0.722 1.707
C -3.407 -0.066 0.400
C -2.016 0.042 -0.064
C -1.554 0.656 -1.424
C -1.442 2.236 -1.439
C -2.753 2.820 -0.855
N -3.548 3.479 -0.357
C -0.110 2.818 -0.824
C -0.174 3.202 0.704
C 1.019 4.241 0.952
Cl 2.669 3.508 0.727
C -1.431 2.663 -3.001
C -2.863 2.652 -3.593
N -3.847 2.567 -4.177
C -0.420 1.763 -3.849
O 0.236 2.519 -4.872
C 1.189 1.744 -5.613
O 1.240 0.366 -5.253
C 2.547 -0.049 -4.829
C 3.084 0.648 -3.520
O 3.108 -0.248 -2.375
C -0.937 -0.509 0.806
H -0.120 -2.788 3.135
H 0.929 -1.726 2.145
H 0.332 -1.101 3.779
H -2.759 -1.795 3.525
H -4.694 -0.851 2.097
H -4.250 0.336 -0.225
H -0.597 0.128 -1.707
H -2.333 0.370 -2.195
H 0.667 1.998 -0.914
H 0.281 3.689 -1.413
H 0.076 2.325 1.374
H -1.101 3.742 1.023
H 0.902 4.809 1.912
H 0.898 5.011 0.131
H -1.082 3.739 -3.036
H 0.381 1.448 -3.115
H -1.027 0.895 -4.223
H 2.230 2.171 -5.603
H 0.847 1.786 -6.695
H 2.459 -1.151 -4.585
H 3.296 0.024 -5.665
H 4.169 0.942 -3.676
H 2.534 1.578 -3.218
H 2.538 0.105 -1.672
H 0.128 -0.433 0.446
O 0.972 -2.996 0.631
C 0.837 -4.158 0.337
O 0.933 -5.101 1.290
C 0.621 -6.487 1.085
C 1.801 -7.232 0.495
C 0.649 -4.576 -1.096
H -0.288 -6.598 0.490
H 0.396 -6.895 2.071
H 2.074 -6.841 -0.487
H 1.573 -8.293 0.391
H 2.679 -7.122 1.134
H 1.622 -4.610 -1.588
H 0.020 -3.835 -1.590
H 0.147 -5.534 -1.216
O 3.940 -9.652 -1.109
C 5.012 -9.142 -1.307
O 5.328 -7.992 -0.680
C 6.630 -7.393 -0.707
C 6.817 -6.545 -1.949
C 5.972 -9.722 -2.310
H 7.410 -8.148 -0.592
H 6.687 -6.753 0.175
H 6.747 -7.143 -2.860
H 7.790 -6.052 -1.935
H 6.037 -5.783 -2.011
H 5.682 -9.397 -3.310
H 5.914 -10.809 -2.254
H 7.013 -9.460 -2.130
O -0.866 7.081 0.475
C 0.027 7.880 0.600
O 0.828 7.820 1.682
C 2.017 8.604 1.847
C 1.694 9.978 2.399
C 0.208 9.000 -0.389
H 2.588 8.647 0.917
H 2.637 8.066 2.566
H 1.057 10.546 1.719
H 2.609 10.548 2.570
H 1.152 9.891 3.342
H -0.488 9.805 -0.147
H -0.015 8.618 -1.385
H 1.221 9.395 -0.430
O -7.256 -0.305 2.222
C -7.352 0.315 3.250
O -6.376 0.229 4.173
C -6.302 1.049 5.346
C -7.150 0.480 6.466
C -8.588 1.117 3.557
H -6.553 2.086 5.113
H -5.255 1.046 5.651
H -8.206 0.445 6.194
H -7.046 1.082 7.370
H -6.847 -0.545 6.689
H -9.361 0.449 3.939
H -8.936 1.580 2.634
H -8.425 1.928 4.265
*
```

Gap between HOMO and LUMO = 8.6857 eV
Structure (SMILES) = Cc1cccc(C[C@@](C#N)(CCCCl)[C@H](C#N)COCOCCO)c1.CCOC(C)=O.CCOC(C)=O.CCOC(C)=O.CCOC(C)=O

These are the Mulliken partial charges, in e, on atoms 1 to 6:
1. C -1.21
2. C 0.57
3. C -0.92
4. C -0.49
5. C -0.50
6. C 0.32



Record 2
Here is a structure of composition C35H57GeInN6SSeSi3 at a distorted geometry from the OMol25 dataset. Energies are from ωB97M-V/def2-TZVPD.

ORCA input file:
```
! wB97M-V def2-TZVPD RIJCOSX def2/J DEFGRID3
* xyz 2 1
In -0.029 0.465 0.203
C -2.185 -1.971 -1.661
Si -2.322 -2.089 0.240
C -4.063 -2.683 0.741
C -0.997 -3.385 0.704
C -2.028 -0.424 1.195
Si -3.403 0.928 1.051
C -4.622 0.746 2.500
C -2.601 2.662 1.128
C -4.418 0.766 -0.557
Si -1.306 -0.682 2.945
C -0.992 0.931 3.919
C -2.346 -1.872 4.009
C 0.449 -1.429 2.715
C 0.964 -2.329 3.640
C 2.222 -2.875 3.449
C 2.957 -2.484 2.337
C 2.382 -1.578 1.465
N 1.167 -1.077 1.651
H -2.075 -2.968 -2.079
H -1.315 -1.390 -1.967
H -3.063 -1.532 -2.121
H -4.261 -3.649 0.289
H -4.835 -2.004 0.400
H -4.171 -2.798 1.813
H -1.273 -4.361 0.318
H -0.857 -3.493 1.773
H -0.036 -3.128 0.261
H -4.190 0.988 3.464
H -5.016 -0.262 2.549
H -5.464 1.413 2.345
H -1.940 2.756 1.985
H -3.366 3.425 1.225
H -2.031 2.878 0.226
H -5.271 0.112 -0.417
H -3.821 0.369 -1.366
H -4.801 1.735 -0.860
H -1.914 1.402 4.239
H -0.438 1.646 3.318
H -0.404 0.727 4.809
H -3.387 -1.572 4.037
H -1.993 -1.866 5.036
H -2.308 -2.897 3.655
H 0.365 -2.607 4.493
H 2.620 -3.597 4.147
H 3.944 -2.878 2.154
H 2.901 -1.240 0.572
N 0.930 10.155 5.122
C 1.061 9.086 4.740
C 1.225 7.768 4.247
C 2.152 6.912 4.837
C 2.307 5.628 4.355
C 1.526 5.181 3.290
C 0.600 6.041 2.703
C 0.454 7.330 3.172
N 1.663 3.862 2.809
C 2.340 2.838 3.418
C 2.210 1.748 2.614
N 1.463 2.079 1.522
C 1.150 3.350 1.670
H 2.747 7.256 5.669
H 3.043 4.989 4.818
H -0.020 5.707 1.887
H -0.258 8.002 2.719
H 2.823 2.923 4.369
H 2.620 0.768 2.749
H 0.578 3.902 0.950
C 3.118 2.185 -5.257
Ge 3.854 0.460 -4.598
C 5.815 0.313 -4.788
C 2.880 -1.035 -5.454
C 3.423 0.267 -2.594
Se 1.557 0.709 -2.264
C 1.814 2.593 -1.890
H 3.206 2.215 -6.340
H 3.651 3.045 -4.862
H 2.063 2.271 -5.006
H 6.064 0.376 -5.844
H 6.171 -0.642 -4.413
H 6.341 1.107 -4.268
H 2.748 -0.839 -6.514
H 1.897 -1.160 -5.003
H 3.427 -1.968 -5.352
H 4.059 0.870 -1.949
H 3.559 -0.785 -2.341
H 2.337 3.054 -2.727
H 2.400 2.695 -0.976
H 0.829 3.045 -1.769
C -5.295 2.631 -5.376
C -3.997 3.073 -4.814
C -3.354 4.247 -5.121
C -2.144 4.546 -4.458
N -1.606 3.710 -3.588
C -2.198 2.554 -3.328
S -1.542 1.395 -2.309
N -3.401 2.251 -3.922
C -1.417 5.815 -4.703
H -5.717 3.383 -6.033
H -6.001 2.434 -4.569
H -5.163 1.709 -5.941
H -3.771 4.929 -5.841
H -3.830 1.365 -3.679
H -1.933 6.446 -5.419
H -0.418 5.590 -5.071
H -1.302 6.352 -3.764
*
```

ΔE to the lowest compared entry with this formula, charge and spin = 36.6 kJ/mol
Gap between HOMO and LUMO = 6.7338 eV

These are the Mulliken partial charges, in e, on atoms 1 to 6:
1. In 0.37
2. C -0.74
3. Si 0.00
4. C -0.99
5. C -0.92
6. C 0.81



Record 3
Here is a cluster of 9 separate species, C35H57N3O18 in total at a distorted geometry from the OMol25 dataset. Energies are from ωB97M-V/def2-TZVPD.

ORCA input file:
```
! wB97M-V def2-TZVPD RIJCOSX def2/J DEFGRID3
* xyz 0 1
C 2.779 0.643 1.146
C 1.468 1.161 1.806
C 1.823 2.380 2.616
O 0.784 3.170 2.342
C 0.295 2.849 1.114
O -0.484 3.508 0.470
O 0.654 1.695 0.795
H 3.241 1.293 0.431
H 2.388 -0.180 0.549
H 3.575 0.326 1.881
H 0.957 0.238 2.283
H 2.768 2.837 2.234
H 1.925 2.270 3.699
C -3.414 2.879 0.586
C -3.555 3.250 -0.912
C -3.884 2.209 -1.927
O -4.900 2.789 -2.663
C -5.550 3.694 -1.943
O -6.647 4.214 -2.159
O -4.747 4.032 -0.836
H -2.549 2.217 0.568
H -4.400 2.491 0.943
H -3.189 3.790 1.076
H -2.661 3.715 -1.169
H -4.190 1.315 -1.470
H -2.962 2.023 -2.506
C -6.445 -0.745 2.311
C -5.014 -0.208 2.438
C -4.664 0.136 3.828
O -3.634 -0.836 3.956
C -3.394 -1.663 2.923
O -2.618 -2.692 2.766
O -4.183 -1.289 1.986
H -7.195 -0.020 2.770
H -6.579 -1.746 2.651
H -6.710 -0.769 1.297
H -4.744 0.731 1.963
H -5.514 -0.120 4.488
H -4.466 1.192 4.013
C 4.814 2.399 -1.745
C 6.187 1.951 -1.203
C 6.787 0.841 -2.081
O 7.792 1.498 -2.870
C 7.874 2.713 -2.425
O 8.561 3.569 -3.023
O 7.174 2.951 -1.285
H 4.294 1.504 -1.943
H 4.745 2.760 -2.790
H 4.296 3.090 -1.031
H 6.013 1.639 -0.228
H 6.033 0.374 -2.772
H 7.326 -0.090 -1.746
C 6.005 -4.321 0.778
C 5.228 -3.007 1.015
C 6.258 -1.882 0.926
O 5.776 -0.938 0.056
C 4.721 -1.451 -0.594
O 4.168 -0.949 -1.595
O 4.428 -2.666 -0.096
H 6.769 -4.632 1.390
H 6.274 -4.252 -0.244
H 5.348 -5.211 0.688
H 4.549 -3.103 1.837
H 7.223 -2.313 0.556
H 6.449 -1.515 1.940
C 1.462 0.626 -2.522
O 0.166 0.865 -2.050
C -0.689 -0.144 -1.757
O -0.570 -1.452 -2.162
O -1.755 0.317 -1.113
C -2.452 -0.617 -0.286
H 1.583 0.576 -3.654
H 2.056 -0.128 -2.069
H 2.039 1.543 -2.253
H -3.322 -0.087 0.188
H -1.856 -1.008 0.653
H -2.687 -1.519 -0.754
C 1.503 -2.937 1.655
C 0.143 -2.479 1.023
C -0.532 -3.636 0.239
C -0.711 -4.836 0.949
N -0.900 -5.839 1.513
H 1.714 -2.132 2.369
H 2.318 -2.950 0.959
H 1.495 -3.931 2.206
H 0.333 -1.537 0.561
H -0.496 -2.285 1.856
H 0.070 -3.870 -0.570
H -1.457 -3.349 -0.188
C 1.132 4.289 -3.753
C 0.675 4.636 -2.242
C -0.337 5.891 -2.183
C -1.517 5.794 -3.133
N -2.392 5.839 -3.903
H 0.345 4.441 -4.454
H 1.438 3.270 -3.931
H 1.816 5.058 -4.042
H 1.397 4.581 -1.500
H -0.035 3.739 -1.994
H 0.246 6.798 -2.426
H -0.686 5.814 -1.171
C -5.273 -3.851 0.334
C -4.286 -5.034 0.675
C -4.532 -5.915 1.874
C -5.753 -6.629 1.521
N -6.707 -7.159 1.207
H -4.794 -3.023 -0.151
H -5.424 -3.340 1.327
H -6.221 -4.170 -0.086
H -3.386 -4.357 0.828
H -4.173 -5.637 -0.266
H -4.719 -5.394 2.767
H -3.728 -6.571 2.048
*
```

ΔE to the lowest compared entry with this formula, charge and spin = 604.3 kJ/mol
Gap between HOMO and LUMO = 10.3113 eV
Structure (SMILES) = C[C@H]1COC(=O)O1.C[C@H]1COC(=O)O1.C[C@H]1COC(=O)O1.C[C@H]1COC(=O)O1.C[C@H]1COC(=O)O1.COC(=O)OC.CCCC#N.CCCC#N.CCCC#N

These are the Mulliken partial charges, in e, on atoms 1 to 6:
1. C -0.99
2. C 0.67
3. C -0.48
4. O -0.39
5. C 0.16
6. O -0.52



Record 4
Here is a cluster of 4 separate species, C35H57N3O8 in total at a distorted geometry from the OMol25 dataset. Energies are from ωB97M-V/def2-TZVPD.

ORCA input file:
```
! wB97M-V def2-TZVPD RIJCOSX def2/J DEFGRID3
* xyz 0 1
C 0.049 -2.555 -4.353
C 0.007 -3.834 -4.760
C 0.679 -4.998 -4.059
C 0.969 -4.678 -2.607
C 0.078 -5.208 -1.671
C 0.219 -4.922 -0.323
C 1.250 -4.118 0.128
C 2.156 -3.616 -0.794
C 2.046 -3.882 -2.172
C 3.044 -3.297 -3.114
O 2.950 -3.370 -4.313
C 4.244 -2.588 -2.551
C 5.242 -2.190 -3.431
C 6.366 -1.560 -2.922
C 6.467 -1.330 -1.552
C 5.458 -1.699 -0.683
C 4.325 -2.339 -1.187
C 3.243 -2.745 -0.267
O 3.235 -2.354 0.879
H -0.101 -2.330 -3.299
H 0.281 -1.716 -4.997
H -0.520 -4.066 -5.684
H 1.597 -5.205 -4.602
H 0.044 -5.884 -4.115
H -0.727 -5.831 -2.032
H -0.511 -5.333 0.362
H 1.317 -3.908 1.186
H 5.137 -2.371 -4.489
H 7.178 -1.242 -3.559
H 7.361 -0.851 -1.175
H 5.496 -1.524 0.383
C -1.135 0.578 5.483
O 0.062 0.020 5.989
C -0.098 -0.757 7.170
C 0.079 -2.236 6.893
N -1.029 -2.773 6.113
C -0.806 -4.114 5.576
C 0.362 -4.334 4.618
O 0.214 -3.716 3.352
C 0.554 -2.334 3.324
H -0.861 1.316 4.731
H -1.766 -0.177 5.003
H -1.706 1.077 6.271
H -1.060 -0.556 7.652
H 0.690 -0.444 7.859
H 0.136 -2.772 7.845
H 1.041 -2.356 6.378
H -1.218 -2.150 5.340
H -1.720 -4.397 5.049
H -0.699 -4.806 6.418
H 0.407 -5.407 4.414
H 1.330 -4.072 5.062
H 1.370 -2.091 4.008
H -0.321 -1.719 3.545
H 0.875 -2.090 2.311
C 0.582 4.913 -1.052
O 1.787 4.364 -0.546
C 1.618 3.559 0.612
C 1.818 2.088 0.303
N 0.729 1.562 -0.513
C 0.978 0.237 -1.077
C 2.168 0.056 -2.015
O 2.037 0.698 -3.270
C 2.367 2.074 -3.286
H 0.849 5.674 -1.784
H -0.025 4.158 -1.556
H -0.004 5.380 -0.260
H 0.645 3.736 1.081
H 2.390 3.864 1.324
H 1.863 1.528 1.241
H 2.790 1.990 -0.198
H 0.550 2.204 -1.274
H 0.078 -0.044 -1.632
H 1.076 -0.474 -0.250
H 2.224 -1.007 -2.242
H 3.123 0.317 -1.544
H 3.173 2.311 -2.587
H 1.493 2.695 -3.070
H 2.699 2.322 -4.294
C -2.625 5.544 0.108
O -2.481 4.652 -0.980
C -2.647 3.279 -0.629
C -3.953 2.722 -1.156
N -5.101 3.279 -0.450
C -6.394 3.000 -1.073
C -6.646 3.504 -2.491
O -6.752 4.911 -2.609
C -5.523 5.608 -2.687
H -2.265 6.520 -0.216
H -3.673 5.655 0.408
H -2.036 5.220 0.972
H -2.556 3.131 0.451
H -1.830 2.732 -1.105
H -3.951 1.635 -1.030
H -3.988 2.940 -2.232
H -4.991 4.281 -0.383
H -7.156 3.443 -0.427
H -6.556 1.917 -1.055
H -7.620 3.114 -2.798
H -5.922 3.111 -3.214
H -4.756 5.033 -3.211
H -5.163 5.890 -1.694
H -5.701 6.530 -3.241
*
```

Gap between HOMO and LUMO = 7.5617 eV
Structure (SMILES) = C=CCc1cccc2c1C(=O)c1ccccc1C2=O.COCCNCCOC.COCCNCCOC.COCCNCCOC

These are the Mulliken partial charges, in e, on atoms 1 to 6:
1. C -0.76
2. C -0.23
3. C -1.29
4. C 0.65
5. C -0.71
6. C -0.76



| no. | LUMO (eV) |
| --- | --- |
| 1 | 0.507 |
| 2 | -6.339 |
| 3 | -0.324 |
| 4 | -0.875 |